(1)
Here is 12 unconnected molecules or ions with the total composition C28H64O12 at a distorted geometry from the Open Molecules 2025 dataset. Energies are from ωB97M-V/def2-TZVPD.

```
104
C28H64O12 | the Open Molecules 2025 dataset | ωB97M-V/def2-TZVPD
C -1.65805 -5.49652 1.86418
C -1.14552 -5.50347 0.42434
O -1.70073 -6.11229 -0.46811
C 0.07485 -4.71810 0.14885
H -0.88262 -5.60088 2.62308
H -2.29388 -6.35670 2.07374
H -2.11833 -4.51707 1.99423
H 0.33715 -4.53513 -0.89317
H 0.91873 -5.30065 0.51846
H -0.04448 -3.73963 0.61409
C -5.21148 0.40994 1.90627
C -3.75210 0.09261 1.59626
O -2.88295 0.96046 1.65011
C -3.43610 -1.37828 1.23870
H -5.35051 1.46440 2.14474
H -5.44452 -0.19945 2.77944
H -5.89832 0.20703 1.08457
H -3.30179 -1.90499 2.18350
H -2.52749 -1.43755 0.63953
H -4.29742 -1.80245 0.72265
C -5.31919 -1.17641 -2.77338
C -5.07876 0.07670 -1.98133
O -6.00277 0.55273 -1.34695
C -3.68977 0.66490 -1.85500
H -6.22055 -1.08218 -3.37900
H -5.47398 -2.04579 -2.13439
H -4.51465 -1.39326 -3.47609
H -3.54446 1.38234 -1.04737
H -3.39531 1.25061 -2.72582
H -2.94653 -0.09852 -1.62503
C -0.36767 2.59516 3.11109
C 0.08826 3.63038 4.11701
O 0.51987 3.38655 5.25885
C -0.11093 5.04506 3.66610
H -0.58032 1.63448 3.58012
H 0.38540 2.54419 2.32471
H -1.24487 2.94081 2.56415
H 0.55966 5.31868 2.85152
H 0.10139 5.69378 4.51591
H -1.12216 5.27063 3.32751
C 1.48442 5.64873 -0.55412
C 0.22952 4.78217 -0.38649
O -0.35008 4.75616 0.68960
C -0.14451 3.90712 -1.55587
H 1.54616 6.08567 -1.55080
H 2.36287 5.00675 -0.48863
H 1.56113 6.31310 0.30659
H -0.91406 3.17461 -1.31232
H 0.72150 3.28381 -1.77861
H -0.50612 4.49222 -2.40144
C 3.33789 3.71717 2.38285
C 3.58088 2.53844 1.46961
O 2.68045 2.18790 0.70864
C 4.85420 1.78465 1.63693
H 3.05461 3.51829 3.41644
H 2.43729 4.15845 1.95588
H 4.19289 4.39241 2.34940
H 4.99339 0.99982 0.89344
H 5.04469 1.30820 2.59860
H 5.61238 2.55465 1.49424
C -1.96336 -3.28680 -2.40236
C -2.10507 -3.27591 -3.87272
O -2.55691 -2.25303 -4.45632
C -1.69034 -4.49387 -4.67432
H -1.83637 -2.29803 -1.96155
H -1.06607 -3.85810 -2.16450
H -2.82892 -3.75196 -1.93061
H -2.07567 -5.39128 -4.19031
H -0.60718 -4.46764 -4.79342
H -2.18192 -4.48813 -5.64716
C 3.43624 2.62816 -2.74951
C 4.41756 1.58568 -3.22508
O 4.55347 1.19429 -4.39282
C 5.25003 0.86516 -2.16485
H 3.87400 3.53414 -2.33037
H 2.78452 2.18238 -1.99808
H 2.86236 2.97007 -3.61082
H 6.16761 0.39086 -2.51296
H 4.68497 0.07338 -1.67302
H 5.48567 1.58646 -1.38235
C 2.45304 -2.04520 -2.98830
O 2.43924 -0.91659 -2.11303
H 1.48560 -2.54426 -2.93259
H 2.73757 -1.65563 -3.96573
H 3.13933 -2.82955 -2.66906
H 1.65139 -1.02734 -1.57580
C -0.71019 -1.92882 3.55630
O -1.37098 -3.02006 4.19006
H -0.22228 -2.30243 2.65604
H -1.38076 -1.13590 3.22508
H -0.00192 -1.48578 4.25641
H -1.64655 -2.77613 5.07671
C 0.06478 0.25406 -0.20296
O 0.27004 -1.12375 -0.39085
H 0.14277 0.60644 0.82555
H 0.71252 0.81664 -0.87530
H -0.90608 0.60083 -0.55693
H 0.84017 -1.39202 0.33343
C 3.32471 -1.52898 1.31994
O 2.04269 -2.23592 1.41462
H 3.90881 -2.08229 0.58455
H 3.16828 -0.49750 1.00421
H 3.91964 -1.56547 2.23253
H 2.12714 -2.96225 2.03665
```

HOMO level	-9.3694	eV
max |F|	4.15	eV/A
charge	0
calculated total energy	-54641.2019	eV
2S+1	1
SMILES string	CC(C)=O.CC(C)=O.CC(C)=O.CC(C)=O.CC(C)=O.CC(C)=O.CC(C)=O.CC(C)=O.CO.CO.CO.CO
Kohn-Sham gap	0.35104	Ha
LUMO energy	0.2	eV


(2)
Here is 5 unconnected molecules or ions with the total composition C28H66F2N4O10S at a distorted geometry from the Open Molecules 2025 dataset. Energies are from ωB97M-V/def2-TZVPD.

```
111
C28H66F2N4O10S | the Open Molecules 2025 dataset | ωB97M-V/def2-TZVPD
O 7.96159 -0.18494 2.34363
C 6.82334 0.21334 2.38210
F 6.34534 1.02751 1.46729
O 5.95742 -0.04586 3.36365
C 4.73117 -0.64394 2.94869
S 3.45950 0.60366 2.56681
C 4.85739 -1.63926 1.82356
C 5.74989 -2.84891 2.12114
F 6.35654 -2.76614 3.33690
H 4.35103 -1.16383 3.80436
H 3.07644 0.35010 1.30400
H 5.12413 -1.16871 0.89161
H 3.86122 -2.02203 1.66685
H 5.14011 -3.73844 2.14075
H 6.48494 -2.98368 1.34581
C 4.25347 4.06496 2.54016
O 2.87979 3.73665 2.47848
C 2.21076 3.77292 3.73154
C 1.26547 4.95320 3.82595
N 1.98634 6.21638 3.91205
C 1.16359 7.41032 3.72696
C 0.40354 7.58662 2.41509
O 1.21718 7.83804 1.28565
C 1.79673 6.69561 0.68382
H 4.70111 3.78322 1.58842
H 4.41186 5.13886 2.69052
H 4.75734 3.51148 3.33692
H 2.92317 3.76510 4.56107
H 1.61700 2.85670 3.79487
H 0.64416 4.83769 4.71931
H 0.60640 4.91029 2.94896
H 2.72286 6.22592 3.22099
H 1.82610 8.27136 3.83846
H 0.44401 7.45912 4.55084
H -0.21827 8.47838 2.52616
H -0.28530 6.75764 2.21299
H 1.13965 5.82464 0.74247
H 2.76605 6.45844 1.12978
H 1.96934 6.92911 -0.36689
C 3.81068 -2.01702 -1.49751
O 3.24813 -0.74720 -1.23068
C 3.40882 0.20909 -2.27592
C 2.10740 0.49065 -2.99640
N 1.68208 -0.64438 -3.80350
C 0.31234 -0.56177 -4.31297
C -0.83786 -0.45650 -3.31894
O -1.06400 -1.62966 -2.55764
C -0.22206 -1.79853 -1.43532
H 3.83701 -2.56595 -0.55885
H 3.21259 -2.59382 -2.21033
H 4.83274 -1.92433 -1.87681
H 4.18838 -0.10124 -2.97682
H 3.74022 1.13441 -1.79682
H 2.24973 1.35558 -3.65089
H 1.36532 0.76309 -2.23442
H 1.76902 -1.49088 -3.25980
H 0.14455 -1.45965 -4.91147
H 0.25445 0.28878 -4.99971
H -1.74829 -0.30687 -3.90258
H -0.74947 0.41711 -2.66047
H 0.03357 -0.84502 -0.96614
H 0.69255 -2.33874 -1.69836
H -0.76032 -2.40615 -0.70993
C -8.02024 -1.72538 -7.05885
O -7.80839 -0.34169 -7.25899
C -8.44775 0.49986 -6.30810
C -7.44885 1.14012 -5.36631
N -6.86451 0.16407 -4.45591
C -5.70133 0.63711 -3.70760
C -4.46948 1.10611 -4.47679
O -3.75883 0.07996 -5.14459
C -4.28669 -0.30580 -6.40110
H -7.68123 -2.24158 -7.95537
H -7.45044 -2.10992 -6.20590
H -9.08037 -1.94693 -6.90929
H -9.22145 -0.04196 -5.75708
H -8.93748 1.29579 -6.87551
H -7.95953 1.91044 -4.78077
H -6.69084 1.63542 -5.98683
H -6.59553 -0.65779 -4.97768
H -5.38767 -0.18313 -3.05838
H -6.02669 1.45053 -3.05098
H -3.76966 1.50739 -3.73864
H -4.68889 1.92947 -5.16663
H -4.73044 0.53708 -6.93535
H -5.02145 -1.10750 -6.29368
H -3.46304 -0.69995 -6.99652
C -1.51818 -3.17374 6.37289
O -0.92819 -4.44433 6.17872
C -1.72798 -5.36468 5.44758
C -1.17066 -5.60954 4.06058
N -1.32184 -4.43902 3.20593
C -0.57135 -4.48822 1.95305
C 0.94810 -4.62662 2.00924
O 1.63144 -3.48832 2.50468
C 1.65453 -3.37173 3.91699
H -0.92570 -2.64834 7.11989
H -1.52016 -2.57601 5.45470
H -2.54316 -3.26448 6.74217
H -2.77015 -5.03652 5.40428
H -1.69804 -6.30936 5.99696
H -1.70434 -6.45074 3.60842
H -0.11983 -5.90285 4.18176
H -1.03682 -3.61560 3.71661
H -0.79791 -3.56637 1.41580
H -0.96937 -5.30991 1.34888
H 1.29838 -4.74847 0.98060
H 1.26538 -5.52697 2.54817
H 1.70070 -4.34561 4.40894
H 0.78784 -2.81172 4.27515
H 2.54350 -2.80250 4.19218
```

HOMO level	-8.6312	eV
max |F|	2.97	eV/A
charge	0
calculated total energy	-72805.7461	eV
2S+1	1
SMILES string	O=C(F)O[C@@H](S)CCF.COCCNCCOC.COCCNCCOC.COCCNCCOC.COCCNCCOC
Kohn-Sham gap	0.33494	Ha
LUMO energy	0.5	eV


(3)
Here is a molecular structure, C28H67F3N2O10Y at a distorted geometry from the Open Molecules 2025 dataset. Energies are from ωB97M-V/def2-TZVPD.

```
111
C28H67F3N2O10Y | the Open Molecules 2025 dataset | ωB97M-V/def2-TZVPD
Y 0.24746 -1.22407 -10.54897
O 1.51364 -3.47951 -8.42314
H 0.80249 -3.73714 -7.80474
C -0.98111 0.30041 -4.89606
O -0.03700 -0.26414 -4.08455
O -0.44930 0.10206 -6.15481
C -2.49742 -0.05193 -4.66433
F -2.60301 -1.37440 -4.86379
F -2.91841 0.27583 -3.41963
F -3.29653 0.64628 -5.45766
C 0.14697 0.25328 -2.72395
C 1.47796 -0.39398 -2.19114
H 1.65424 -0.22718 -1.12849
H 1.57651 -1.47877 -2.23131
H 2.25599 -0.02323 -2.85845
H -0.73284 0.25174 -2.08051
H 0.42980 1.30586 -2.73762
H -0.83904 1.37311 -4.76475
O -2.45596 -3.33782 -9.28752
H -2.96107 -3.95750 -9.81391
H -2.86331 -3.37036 -8.42193
O 3.54343 -3.38097 -4.88968
H 3.91338 -3.71141 -4.07103
H 2.59631 -3.41124 -4.75449
O 4.99771 0.06149 -6.07523
H 5.48881 0.38572 -5.32030
H 4.15284 0.50823 -6.02177
C -1.56525 -5.80516 4.00261
C -1.10950 -4.31657 3.90286
C -0.86859 -4.03208 2.33348
C -2.09382 -3.65137 1.59268
C -2.86230 -2.55768 2.26465
C -3.26379 -2.83443 3.66825
N -2.04371 -3.30428 4.43166
O -2.22227 -3.49509 5.77939
C -3.83987 -1.45735 4.25514
C -4.44922 -3.90573 3.69623
C 0.36364 -4.06118 4.58848
H -2.44381 -6.05090 3.40611
H -2.00919 -5.98393 4.98193
H -0.74494 -6.48370 3.76858
H 0.03095 -3.42408 2.23733
H -0.57334 -4.92827 1.78781
H -2.62131 -4.50164 1.16037
H -1.70873 -3.08304 0.74602
H -3.82431 -2.47869 1.75829
H -2.58385 -1.55399 1.94347
H -4.74548 -1.46623 4.86167
H -3.12791 -1.12585 5.01101
H -3.86157 -0.66219 3.50992
H -4.73170 -4.22343 4.69990
H -5.43645 -3.52048 3.44115
H -4.21471 -4.67195 2.95730
H 1.18393 -4.56993 4.08212
H 0.47565 -4.51243 5.57433
H 0.64354 -3.00893 4.63861
H -2.10445 -2.61307 6.13961
C -2.77739 5.58168 -0.87454
C -3.43590 5.67268 0.56038
C -2.41505 5.25388 1.72735
C -3.00765 5.56757 3.10984
C -3.29384 7.08319 3.15342
C -4.33860 7.58048 2.08923
N -3.98177 7.06590 0.78422
O -4.85806 7.60886 -0.17353
C -5.70208 7.16886 2.67363
C -4.20664 9.17087 2.07178
C -4.66614 4.63945 0.56226
H -2.59771 4.55074 -1.17948
H -1.74073 5.91849 -0.87244
H -3.36325 5.95336 -1.71520
H -2.15045 4.20364 1.60445
H -1.48113 5.80796 1.63313
H -2.28134 5.26470 3.86406
H -3.87969 4.91397 3.13093
H -2.32228 7.55314 3.00072
H -3.60775 7.30971 4.17237
H -5.79403 7.37010 3.74093
H -6.53775 7.61978 2.13843
H -5.75513 6.08694 2.79501
H -3.21526 9.60827 1.95369
H -4.82576 9.71677 1.35989
H -4.55053 9.57818 3.02254
H -4.45447 3.58918 0.76283
H -5.19116 4.68687 -0.39179
H -5.48183 4.92352 1.22713
H -4.16247 8.05025 -0.66642
C 9.87437 1.75644 -1.07576
C 8.68476 0.73103 -0.99772
C 7.34531 1.32365 -0.38845
O 8.28178 0.42336 -2.27663
H 10.15142 1.99623 -0.04919
H 9.60257 2.60798 -1.69954
H 10.78808 1.48409 -1.60403
H 9.06973 -0.17181 -0.52364
H 6.79689 0.46109 -0.00989
H 6.60533 1.83586 -1.00339
H 7.57147 1.97462 0.45606
H 8.79396 -0.34121 -2.54999
C 6.11606 -4.81146 -0.12577
C 5.53774 -6.20909 -0.66206
C 5.52252 -7.28485 0.38470
O 4.23369 -5.88907 -1.02833
H 6.59242 -4.20880 -0.89907
H 6.88538 -5.17430 0.55584
H 5.35806 -4.22446 0.39284
H 6.11979 -6.56770 -1.51102
H 4.91011 -8.15644 0.15364
H 5.16628 -6.90150 1.34085
H 6.55653 -7.58516 0.55420
H 3.70161 -5.92389 -0.23003
```

HOMO level	-9.2059	eV
max |F|	3.55	eV/A
charge	+1
calculated total energy	-62748.3758	eV
2S+1	1
Kohn-Sham gap	0.04112	Ha
LUMO energy	-8.1	eV


(4)
Here is 6 unconnected molecules or ions with the total composition C28H70Cl2N9O7P3 at a distorted geometry from the Open Molecules 2025 dataset. Energies are from ωB97M-V/def2-TZVPD.

```
119
C28H70Cl2N9O7P3 | the Open Molecules 2025 dataset | ωB97M-V/def2-TZVPD
Cl 6.19749 -7.49104 1.07622
C 4.55725 -8.19695 0.85793
C 3.96520 -8.66151 2.24825
Cl 4.81904 -10.15486 2.58059
H 4.48124 -9.12514 0.29156
H 3.98821 -7.38994 0.39637
H 2.94180 -9.02643 2.16114
H 4.05075 -7.84586 2.96624
O 16.50154 -11.57466 9.44048
P 15.65826 -10.52741 8.82608
N 14.08218 -11.08668 8.40960
C 13.26814 -10.65879 7.14042
C 13.42114 -12.09012 9.35482
N 16.20634 -9.86272 7.33206
C 16.47546 -10.57163 6.04215
C 17.20547 -8.78134 7.46653
N 15.40387 -9.05910 9.83206
C 14.17477 -8.28394 9.70144
C 16.24363 -8.69201 10.94650
H 12.25192 -10.37292 7.41186
H 13.41050 -11.51520 6.48133
H 13.72977 -9.80546 6.64363
H 12.33976 -12.00642 9.24662
H 13.62802 -11.78282 10.37993
H 13.76107 -13.12563 9.37120
H 16.81291 -9.88321 5.26735
H 17.43415 -11.05347 6.23414
H 15.64921 -11.19856 5.70695
H 18.15871 -9.22553 7.75309
H 17.48939 -8.31008 6.52557
H 16.95421 -7.90974 8.07093
H 14.27271 -7.49771 8.95288
H 13.33360 -8.96770 9.58743
H 14.01492 -7.81499 10.67234
H 16.76644 -9.60445 11.23322
H 15.74424 -8.14803 11.74824
H 17.10404 -8.11382 10.60960
O 0.51133 -11.94159 7.16440
P 1.96341 -11.70178 7.41875
N 2.59299 -12.36496 8.89496
C 2.55582 -11.56617 10.11520
C 2.45144 -13.82777 9.20436
N 2.56654 -10.12003 7.46824
C 1.48505 -9.12961 7.63006
C 4.00512 -9.77902 7.71505
N 3.02479 -12.21167 6.22249
C 4.07411 -13.20380 6.26504
C 2.62132 -11.89845 4.83126
H 1.58748 -11.68474 10.60136
H 2.75411 -10.50023 10.00312
H 3.22483 -11.96260 10.87899
H 2.51510 -14.40824 8.28397
H 1.41130 -14.00992 9.47461
H 3.21860 -14.17714 9.89537
H 1.78842 -8.09170 7.49296
H 0.74153 -9.41256 6.88492
H 0.99841 -9.21872 8.60131
H 4.37192 -10.42977 8.50883
H 4.54174 -9.96025 6.78376
H 4.15972 -8.72370 7.93978
H 4.86466 -13.02303 5.53671
H 4.70058 -13.33136 7.14786
H 3.65332 -14.17264 5.99600
H 2.14984 -12.77529 4.38746
H 3.44312 -11.68782 4.14689
H 1.93659 -11.05078 4.85777
O 10.95720 -14.65364 0.03725
P 12.29684 -14.40584 0.63345
N 13.08736 -12.91379 0.33022
C 13.26474 -12.46180 -1.06422
C 14.06983 -12.32024 1.18985
N 13.55320 -15.51001 0.35273
C 13.17619 -16.81173 -0.24677
C 14.92247 -15.42581 0.81164
N 12.19912 -14.53175 2.35817
C 12.28175 -15.76878 3.20775
C 11.40298 -13.55212 2.99730
H 12.84211 -11.46121 -1.15531
H 12.65502 -13.17104 -1.62398
H 14.31553 -12.35666 -1.33419
H 13.95556 -12.46577 2.26403
H 14.08335 -11.25304 0.96847
H 15.06278 -12.64467 0.87857
H 12.32462 -16.76683 -0.92568
H 14.03303 -17.19747 -0.79916
H 13.05128 -17.46837 0.61423
H 15.30585 -16.40064 1.11299
H 15.57397 -15.12400 -0.00846
H 15.04213 -14.65776 1.57576
H 12.68041 -16.58010 2.59870
H 12.95756 -15.56362 4.03798
H 11.23892 -15.91251 3.49049
H 11.77012 -13.14209 3.93814
H 10.41037 -13.90688 3.27471
H 11.17270 -12.70133 2.35603
O 5.73195 -7.11332 6.15195
C 6.76338 -6.79831 5.58452
O 7.07102 -7.22346 4.24680
C 8.28414 -6.60729 3.74132
C 9.07357 -6.27851 4.97909
C 7.95342 -6.08113 6.10979
H 8.00105 -5.76750 3.10672
H 8.75950 -7.39456 3.15622
H 9.64001 -5.35684 4.84579
H 9.90980 -6.96244 5.12426
H 7.53586 -5.08088 6.22494
H 8.15581 -6.32822 7.15194
O 9.81621 -11.86974 7.32288
C 9.10810 -11.28278 6.48433
O 9.67155 -10.47375 5.56711
C 8.70786 -10.33782 4.43115
C 7.76323 -11.50231 4.43215
C 7.78226 -11.87830 5.95089
H 9.20511 -10.51773 3.47802
H 8.08619 -9.45594 4.58579
H 8.11196 -12.27933 3.75191
H 6.76648 -11.49708 3.99107
H 7.65610 -12.95214 6.08898
H 7.02739 -11.28267 6.46421
```

HOMO level (spin up / spin down)	-9.4226 / -9.4226	eV
max |F|	5.61	eV/A
charge	+1
calculated total energy	-110817.7334	eV
⟨S²⟩	0.76
2S+1	2
Kohn-Sham gap (spin up / spin down)	0.25447 / 0.06492	Ha
LUMO energy (spin up / spin down)	-2.5 / -7.7	eV